Record 1
C3HF6N2O3S | ωB97M-V with the def2-TZVPD basis set

lowest unoccupied orbital energy = -7.01 eV
charge = +1

Positions of all 16 atoms, in Å:
C 1.34 -1.39 -1.64
C 0.78 -0.90 -0.31
C -0.65 -0.24 -0.46
N -0.31 4.46 0.85
N -0.86 3.53 1.04
O -2.03 -1.64 2.04
O -0.22 0.04 2.39
O -1.40 2.53 1.27
F 0.61 -2.30 -2.18
F 1.31 -0.30 -2.45
F 1.59 0.10 0.16
F 0.74 -1.87 0.62
F -0.55 1.06 -0.53
F -1.63 -0.79 -1.06
S -1.11 -0.69 1.62
H 2.41 -1.59 -1.34

=====

Record 2
C9H11CoNO5 | ωB97M-V with the def2-TZVPD basis set

energy above the lowest of the compared OMol25 structures with the same formula, charge and spin = 0.0 kcal/mol
lowest unoccupied orbital energy (spin up / spin down) = -8.56 / -12.94 eV
charge = +2
expectation value of S² = 3.79
multiplicity = 4

Positions of all 27 atoms, in Å:
Co -0.40 0.21 -0.46
O -0.10 3.13 -0.67
C -0.19 2.03 -0.37
C -0.32 -1.68 -0.63
O -0.24 -2.79 -0.92
C 1.39 0.23 -1.14
O 2.40 0.23 -1.66
C -2.03 0.14 -0.98
O -3.01 0.12 -1.57
C -0.25 0.92 -5.33
H -1.20 1.48 -5.29
H 0.69 1.51 -5.31
C -0.23 -0.42 -5.42
H 0.71 -0.99 -5.48
H -1.17 -1.00 -5.47
C 1.41 -1.02 3.65
N 0.26 -0.20 3.30
C -0.69 0.31 4.27
C 0.21 0.00 1.99
O 1.17 -0.47 1.29
H 1.51 -1.17 4.73
H 2.30 -0.55 3.20
H 1.32 -1.98 3.09
H -0.78 1.38 4.18
H -1.69 -0.08 4.08
H -0.39 0.05 5.29
H -0.67 0.57 1.63

=====

Record 3
C36H28BrCl2N10O5Pd | ωB97M-V with the def2-TZVPD basis set

energy above the lowest of the compared OMol25 structures with the same formula, charge and spin = 38.0 kcal/mol
lowest unoccupied orbital energy = 1.18 eV
charge = -1

Positions of all 83 atoms, in Å:
Pd 0.48 -0.04 -1.30
C 0.06 0.10 2.09
O 1.10 0.25 1.16
C 2.40 0.11 1.58
C 2.77 -0.09 2.89
C 4.13 -0.19 3.20
Br 4.62 -0.37 5.04
C 5.10 -0.15 2.24
C 4.74 0.02 0.90
C 3.38 0.18 0.56
O 3.05 0.41 -0.71
C 5.80 0.02 -0.09
N 7.07 -0.12 0.23
C 7.75 -0.07 -0.95
C 9.12 -0.16 -1.19
C 9.54 -0.04 -2.50
C 8.64 0.15 -3.55
C 7.28 0.23 -3.33
C 6.84 0.12 -2.02
N 5.61 0.17 -1.44
H 0.05 0.91 2.83
H 0.10 -0.87 2.60
H -0.86 0.14 1.50
H 2.05 -0.15 3.68
H 6.15 -0.26 2.46
H 2.05 0.29 -0.92
H 9.82 -0.31 -0.39
H 10.60 -0.11 -2.72
H 9.03 0.25 -4.56
H 6.59 0.39 -4.15
H 4.71 0.26 -1.88
C -3.21 -4.19 -0.81
N -1.93 -3.57 -0.64
C -1.51 -2.36 -1.04
N -0.31 -2.13 -0.54
C -0.03 -3.24 0.16
N -0.99 -4.13 0.13
C -4.06 -3.96 0.42
C -4.50 -5.02 1.20
C -5.22 -4.77 2.36
C -5.51 -3.48 2.75
C -5.06 -2.41 1.98
C -4.34 -2.66 0.81
C -5.33 -1.06 2.39
N -5.99 -0.67 3.45
N -5.98 0.66 3.46
C -5.32 1.06 2.40
O -4.87 0.00 1.67
C -5.05 2.41 2.00
C -5.50 3.48 2.78
C -5.22 4.77 2.40
C -4.50 5.03 1.24
C -4.05 3.97 0.45
C -3.25 4.24 -0.80
N -1.99 3.55 -0.77
C -1.64 2.40 -1.37
N -0.40 2.09 -1.02
C -0.04 3.08 -0.19
N -0.98 3.98 -0.01
C -4.32 2.67 0.83
H -3.06 -5.26 -0.97
H -3.69 -3.76 -1.70
H -2.04 -1.70 -1.71
H 0.89 -3.39 0.70
H -4.28 -6.03 0.90
H -5.55 -5.60 2.97
H -6.07 -3.28 3.65
H -4.00 -1.82 0.21
H -6.06 3.26 3.67
H -5.56 5.60 3.01
H -4.29 6.04 0.94
H -3.05 5.31 -0.90
H -3.79 3.89 -1.69
H -2.25 1.85 -2.05
H 0.92 3.14 0.28
H -3.97 1.84 0.23
Cl 0.29 1.40 -5.99
C 1.19 -0.04 -5.50
Cl 0.72 -1.42 -6.50
C 0.95 -0.29 -3.97
O 1.97 -0.11 -3.29
O -0.19 -0.61 -3.62
H 2.25 0.16 -5.67

=====

Record 4
C4H10N2S | ωB97M-V with the def2-TZVPD basis set

energy above the lowest of the compared OMol25 structures with the same formula, charge and spin = 12.7 kcal/mol
lowest unoccupied orbital energy = 0.92 eV
structure (SMILES) = NCC1(CN)CS1
charge = 0

Positions of all 17 atoms, in Å:
N -1.48 1.21 -1.40
C -0.08 1.00 -1.11
C 0.14 0.27 0.21
C 1.59 0.10 0.60
N 2.31 -0.68 -0.38
C -0.87 0.42 1.30
S -0.90 -1.20 0.51
H -1.88 0.32 -1.63
H -1.64 1.79 -2.26
H 0.52 0.53 -1.92
H 0.31 2.03 -1.01
H 2.09 1.04 0.59
H 1.64 -0.27 1.63
H 3.29 -0.67 -0.16
H 1.92 -1.61 -0.32
H -1.75 1.06 1.07
H -0.45 0.47 2.32

=====

Record 5
CH2N4 | ωB97M-V with the def2-TZVPD basis set

energy above the lowest of the compared OMol25 structures with the same formula, charge and spin = 66.0 kcal/mol
lowest unoccupied orbital energy = 0.96 eV
structure (SMILES) = c1nn[nH]n1
charge = 0

Positions of all 7 atoms, in Å:
C 1.06 0.13 0.00
N 0.56 -1.06 0.01
N -0.78 -1.01 -0.10
N -1.03 0.17 0.11
N -0.06 0.98 -0.11
H 2.15 0.33 0.08
H -1.91 0.46 0.00

=====

Record 6
C18H17N3O2S | ωB97M-V with the def2-TZVPD basis set

energy above the lowest of the compared OMol25 structures with the same formula, charge and spin = 370.8 kcal/mol
lowest unoccupied orbital energy = 0.30 eV
charge = 0

Positions of all 41 atoms, in Å:
O 2.96 0.08 0.52
C 2.43 0.84 -0.29
N 1.28 1.57 -0.23
C 0.42 1.72 0.77
C 0.63 1.40 2.02
C -0.17 1.31 2.96
C -1.29 1.86 2.72
C -1.84 2.36 1.34
C -0.82 2.31 0.35
H -0.97 2.72 -0.50
H -2.72 2.60 1.06
H -2.32 1.84 3.27
H -0.12 1.06 3.98
H 1.66 0.64 2.19
H 1.11 2.34 -1.15
C 3.32 0.93 -1.80
H 3.45 2.09 -1.95
H 4.21 0.41 -1.72
C 2.14 0.25 -2.87
C 1.20 1.16 -3.22
O 1.18 2.43 -3.69
N 0.08 0.51 -3.05
C -0.09 -0.75 -2.46
N -1.02 -1.28 -2.09
C -1.43 -2.50 -1.61
C -1.31 -2.27 0.11
C -2.42 -1.77 0.74
C -2.62 -1.84 1.97
C -1.24 -1.78 2.79
C -0.12 -2.06 2.26
C -0.18 -2.36 0.77
H 0.77 -2.41 0.30
H 0.72 -2.16 2.80
H -1.41 -1.49 3.88
H -3.44 -1.41 2.49
H -3.41 -2.08 0.02
H -2.23 -2.92 -1.84
H -0.08 -3.18 -1.59
S 1.58 -1.31 -2.38
H -0.86 0.98 -3.23
H 2.97 0.14 -3.63

=====

Record 7
C4H3N3O | ωB97M-V with the def2-TZVPD basis set

energy above the lowest of the compared OMol25 structures with the same formula, charge and spin = 99.0 kcal/mol
lowest unoccupied orbital energy = -1.59 eV
structure (SMILES) = C1=NN=C2CON=C12
charge = 0

Positions of all 11 atoms, in Å:
C 1.47 1.00 0.08
N 2.15 -0.10 -0.04
N 1.34 -1.21 -0.02
C 0.14 -0.79 -0.01
C -1.42 -1.07 0.10
O -2.09 0.27 -0.10
N -1.08 1.29 0.06
C 0.07 0.67 -0.08
H 1.96 2.05 0.06
H -1.79 -1.43 1.00
H -1.85 -1.56 -0.80

=====

Record 8
C23H17F6NO6PPdS2 | ωB97M-V with the def2-TZVPD basis set

energy above the lowest of the compared OMol25 structures with the same formula, charge and spin = 26.6 kcal/mol
lowest unoccupied orbital energy = 2.47 eV
charge = -1

Positions of all 57 atoms, in Å:
Pd -1.15 1.45 -0.09
O -2.74 1.03 -2.32
C -1.78 0.49 -1.86
C -1.06 -0.71 -2.18
C -1.50 -1.43 -3.32
C -0.96 -2.65 -3.63
C 0.02 -3.22 -2.82
C 0.49 -2.51 -1.73
C 0.00 -1.24 -1.42
P 0.66 -0.25 -0.05
C 1.64 -1.47 0.92
C 3.03 -1.50 0.94
C 3.69 -2.38 1.79
C 2.98 -3.22 2.62
C 1.59 -3.20 2.59
C 0.92 -2.33 1.75
C 2.01 0.74 -0.79
C 2.55 0.51 -2.05
C 3.48 1.40 -2.57
C 3.87 2.52 -1.85
C 3.34 2.74 -0.59
C 2.41 1.86 -0.07
H -2.26 -0.98 -3.93
H -1.30 -3.19 -4.51
H 0.41 -4.20 -3.05
H 1.27 -2.94 -1.11
H 3.60 -0.84 0.30
H 4.78 -2.41 1.79
H 3.50 -3.89 3.30
H 1.02 -3.87 3.23
H -0.16 -2.31 1.73
H 2.24 -0.35 -2.62
H 3.89 1.23 -3.56
H 4.57 3.22 -2.28
H 3.65 3.61 -0.02
H 1.97 2.04 0.91
F -0.53 1.21 2.74
C -1.57 2.04 2.68
F -1.96 2.30 3.93
F -1.09 3.20 2.17
S -3.12 1.56 1.64
O -3.23 2.64 0.70
O -4.14 1.48 2.64
N -2.87 0.15 0.93
S -2.91 -1.04 2.01
O -2.51 -2.28 1.41
O -2.31 -0.66 3.25
C -4.74 -1.30 2.41
F -5.01 -0.97 3.67
F -5.55 -0.66 1.59
F -5.00 -2.62 2.29
C -0.89 4.19 -1.01
C -0.41 2.80 -1.39
O 0.23 2.60 -2.40
H -0.54 4.93 -1.73
H -0.53 4.46 -0.01
H -1.98 4.17 -0.97

=====

Record 9
C36H32Cl3IN4O4PTc | ωB97M-V with the def2-TZVPD basis set

lowest unoccupied orbital energy (spin up / spin down) = -7.97 / -9.91 eV
charge = +3
expectation value of S² = 3.77
multiplicity = 4

Positions of all 82 atoms, in Å:
Tc -1.17 -0.30 -0.30
I -1.21 -0.83 2.36
C 0.52 -0.31 3.44
C 0.19 -0.12 4.76
C 1.21 0.09 5.71
C 2.50 0.06 5.30
C 2.84 -0.13 3.94
C 4.22 -0.19 3.59
C 4.61 -0.38 2.30
C 3.63 -0.46 1.30
C 2.28 -0.38 1.58
P 1.34 -0.26 0.04
C 1.77 -1.82 -0.82
C 1.81 -1.95 -2.20
C 1.99 -3.20 -2.79
C 2.12 -4.34 -1.99
C 2.09 -4.21 -0.61
C 1.92 -2.96 -0.02
C 1.98 1.18 -0.86
C 1.61 1.45 -2.18
C 2.02 2.60 -2.82
C 2.81 3.52 -2.14
C 3.18 3.28 -0.82
C 2.76 2.12 -0.18
C 1.84 -0.27 2.93
H -0.84 -0.15 5.09
H 0.95 0.24 6.75
H 3.31 0.19 6.01
H 4.95 -0.08 4.38
H 5.66 -0.45 2.04
H 3.97 -0.54 0.28
H 1.75 -1.09 -2.85
H 2.05 -3.28 -3.86
H 2.29 -5.30 -2.45
H 2.24 -5.08 0.02
H 1.93 -2.88 1.06
H 0.96 0.77 -2.72
H 1.73 2.78 -3.84
H 3.14 4.42 -2.63
H 3.78 3.99 -0.28
H 3.04 1.96 0.85
O -2.50 2.13 -2.04
C -1.86 2.52 -1.11
N -1.15 1.65 -0.22
C -0.54 2.44 0.80
O 0.12 1.97 1.69
C -0.86 3.85 0.52
C -0.50 4.99 1.21
C -0.95 6.20 0.70
C -1.72 6.25 -0.46
C -2.08 5.10 -1.15
C -1.63 3.90 -0.63
H 0.10 4.94 2.11
H -0.70 7.12 1.21
H -2.06 7.21 -0.83
H -2.69 5.13 -2.05
N -3.09 -5.80 0.11
C -2.08 -4.90 -0.56
C -2.14 -3.50 0.04
N -1.24 -2.57 -0.68
H -3.05 -6.75 -0.28
H -4.05 -5.47 -0.01
H -2.92 -5.89 1.12
H -2.36 -4.89 -1.62
H -1.11 -5.37 -0.45
H -1.82 -3.53 1.09
H -3.15 -3.09 0.00
H -1.48 -2.60 -1.67
H -0.27 -2.89 -0.61
Cl -0.03 0.96 -5.43
C -1.56 0.25 -4.92
Cl -1.84 -1.30 -5.70
Cl -2.91 1.35 -5.11
C -1.42 -0.04 -3.47
N -1.33 -0.21 -2.34
C -5.25 0.90 0.77
O -3.79 0.78 0.70
C -3.28 -0.23 0.04
O -3.88 -1.14 -0.50
H -5.50 0.93 1.82
H -5.72 0.07 0.26
H -5.50 1.84 0.29

=====

Record 10
C17H46ClI2N11O22Si | ωB97M-V with the def2-TZVPD basis set

lowest unoccupied orbital energy = -0.27 eV
structure (SMILES) = CC[C@@H](Cl)[SiH2][C@@H](I)[C@H](C)I.C[N+](=O)[O-].C[N+](=O)[O-].C[N+](=O)[O-].C[N+](=O)[O-].C[N+](=O)[O-].C[N+](=O)[O-].C[N+](=O)[O-].C[N+](=O)[O-].C[N+](=O)[O-].C[N+](=O)[O-].C[N+](=O)[O-]
charge = 0

Positions of all 100 atoms, in Å:
C -3.79 0.49 -0.94
C -2.53 0.76 0.00
C -2.99 0.71 1.48
Cl -3.75 -0.97 1.72
Si -1.60 0.81 2.79
C -0.43 2.31 2.64
I 0.79 2.18 0.82
C -1.09 3.72 2.82
C -1.82 3.90 4.19
I -2.44 4.31 1.23
H -4.74 0.71 -0.42
H -3.75 -0.56 -1.29
H -3.73 1.18 -1.80
H -2.14 1.75 -0.31
H -1.77 0.00 -0.26
H -3.80 1.42 1.73
H -2.13 0.83 4.17
H -0.76 -0.40 2.67
H 0.31 2.21 3.47
H -0.26 4.46 2.81
H -2.66 3.21 4.34
H -1.06 3.79 5.00
H -2.24 4.93 4.19
C -4.78 7.60 -1.33
N -4.96 6.21 -1.81
O -6.00 5.94 -2.39
O -4.06 5.43 -1.60
H -5.66 8.18 -1.59
H -4.65 7.55 -0.25
H -3.89 8.00 -1.81
C 0.34 -4.06 3.87
N 0.88 -2.70 3.57
O 1.41 -2.53 2.50
O 0.74 -1.86 4.43
H 0.54 -4.70 3.02
H 0.85 -4.42 4.76
H -0.73 -3.96 4.04
C 3.21 -0.81 -1.86
N 2.46 0.37 -2.34
O 2.98 1.46 -2.20
O 1.38 0.17 -2.85
H 4.16 -0.48 -1.43
H 2.60 -1.31 -1.10
H 3.38 -1.46 -2.71
C 0.29 -7.70 1.46
N 0.42 -7.77 2.93
O 0.94 -6.84 3.50
O 0.00 -8.77 3.47
H 0.71 -6.76 1.11
H 0.84 -8.54 1.03
H -0.77 -7.75 1.22
C 5.50 3.12 -3.63
N 6.98 3.00 -3.47
O 7.61 2.53 -4.39
O 7.45 3.38 -2.42
H 5.23 2.74 -4.61
H 5.03 2.53 -2.85
H 5.25 4.17 -3.54
C -2.38 11.25 0.90
N -3.37 10.48 0.11
O -4.48 10.34 0.58
O -3.00 10.05 -0.96
H -2.85 11.58 1.83
H -1.54 10.59 1.11
H -2.07 12.10 0.30
C -8.65 4.20 -0.91
N -9.40 5.22 -0.14
O -10.57 5.38 -0.41
O -8.79 5.83 0.71
H -9.32 3.75 -1.63
H -7.83 4.71 -1.41
H -8.28 3.47 -0.21
C -3.74 -9.48 3.80
N -3.21 -8.13 3.47
O -2.69 -7.99 2.39
O -3.33 -7.27 4.31
H -3.56 -10.14 2.96
H -3.22 -9.82 4.69
H -4.81 -9.37 3.99
C 8.08 0.44 -1.11
N 7.08 -0.34 -1.87
O 5.97 -0.47 -1.38
O 7.43 -0.80 -2.93
H 7.62 0.79 -0.19
H 8.92 -0.21 -0.90
H 8.37 1.29 -1.73
C 1.04 -11.80 0.95
N 1.12 -11.27 -0.44
O 1.38 -10.09 -0.58
O 0.91 -12.05 -1.34
H 1.24 -10.99 1.64
H 0.03 -12.19 1.09
H 1.78 -12.59 1.03
C 8.63 0.25 -6.46
N 8.11 0.25 -7.85
O 7.16 -0.45 -8.09
O 8.68 0.96 -8.65
H 8.03 -0.42 -5.86
H 9.66 -0.08 -6.50
H 8.56 1.27 -6.09

=====

Record 11
CH4O4 | ωB97M-V with the def2-TZVPD basis set

energy above the lowest of the compared OMol25 structures with the same formula, charge and spin = 62.4 kcal/mol
lowest unoccupied orbital energy = 0.21 eV
charge = 0

Positions of all 9 atoms, in Å:
C -0.04 -0.25 -0.22
O 0.00 1.42 1.13
O -1.02 -0.89 0.42
O -0.49 0.38 -1.26
O 1.13 -0.91 -0.28
H 0.94 1.55 1.18
H -0.71 -1.28 1.25
H -1.24 0.80 -1.02
H 1.44 -0.82 -1.20

=====

Record 12
H3NO4P | ωB97M-V with the def2-TZVPD basis set

energy above the lowest of the compared OMol25 structures with the same formula, charge and spin = 15.9 kcal/mol
lowest unoccupied orbital energy = 4.35 eV
structure (SMILES) = N[P@](=O)([O-])OO
charge = -1

Positions of all 9 atoms, in Å:
N 0.17 -0.68 -0.35
P 0.58 0.82 0.84
O 0.30 1.98 -0.13
O 1.83 0.70 1.62
O -0.70 0.80 1.81
O -1.78 1.37 1.08
H 1.06 -1.11 -0.61
H -0.32 -0.13 -1.01
H -1.26 1.74 0.37